1.
# C5H13BrIN2O3PSi

2 unconnected molecules or ions with the total composition C5H13BrIN2O3PSi (ωB97M-V/def2-TZVPD, the OMol25 dataset).

Structure (XYZ):
```
27
C5H13BrIN2O3PSi (ωB97M-V/def2-TZVPD)
C 2.797 -1.111 0.396
C 3.780 0.232 0.436
C 2.944 1.585 -0.081
N 1.605 1.077 -0.562
Si 0.249 2.203 -0.207
Br 0.290 3.160 1.868
I -0.080 3.876 -2.067
P -1.600 0.939 -0.256
O -2.895 1.760 -0.642
O -1.707 0.214 1.351
O -1.228 -0.376 -1.367
H 1.829 -0.985 1.072
H 3.350 -2.080 0.819
H 2.518 -1.398 -0.728
H 4.695 -0.025 -0.254
H 4.135 0.326 1.554
H 2.906 2.299 0.845
H 3.579 2.149 -0.909
H 1.699 0.973 -1.615
H -2.604 -0.224 1.476
H -0.487 -0.022 -1.955
C -4.352 -2.058 -0.237
C -4.189 -3.121 0.837
N -4.055 -4.003 1.728
H -4.790 -2.500 -1.136
H -5.008 -1.261 0.124
H -3.378 -1.630 -0.489
```

As for the SMILES: CCCN[Si@@](Br)(I)P(=O)(O)O.CC#N. The orbital gap comes out at 9.589 eV. The largest force on an atom comes out at 0.1968 hartree/bohr. Its LUMO energy is -0.5403 eV. Its HOMO energy is -10.13 eV.

Results of the Mulliken charge analysis, in e, for atoms 1 through 5: -0.81, -0.39, -0.55, -0.10, 0.29


2.
# C5H13ClN3

A gas-phase ion, C5H13ClN3 (charge +1) (ωB97M-V/def2-TZVPD, the OMol25 dataset).

Structure (XYZ):
```
22
C5H13ClN3 (ωB97M-V/def2-TZVPD)
H 1.411 -0.944 1.824
N 1.144 -1.702 1.169
C 1.208 -1.359 -0.098
C 1.152 -2.451 -1.129
C 1.369 0.072 -0.526
Cl 2.214 1.140 0.597
C -0.398 0.621 -0.428
N -0.637 1.713 -1.224
N -0.666 0.868 1.045
C -2.103 1.041 1.257
H 2.162 -2.629 -1.628
H 0.359 -2.250 -1.810
H 1.147 -3.337 -0.497
H 1.628 0.326 -1.652
H -0.907 -0.380 -0.536
H -1.166 1.549 -2.030
H -0.023 2.489 -1.112
H -0.331 1.779 1.390
H -0.268 0.039 1.510
H -2.175 1.481 2.301
H -2.567 1.878 0.679
H -2.553 0.055 0.898
```

The charge is +1. As for the SMILES: [H]/N=C(/C)[C@H](Cl)[C@H](N)[NH2+]C. The orbital gap comes out at 10.402 eV. The largest force on an atom comes out at 0.0802 hartree/bohr. Its LUMO energy is -3.1777 eV. Its HOMO energy is -13.58 eV.

Results of the Mulliken charge analysis, in e, for atoms 1 through 5: 0.30, -0.75, 0.61, -1.19, -0.10